C2H2ClF3 | the ωB97M-V functional and the def2-TZVPD basis

Values from the calculation:
Energy relative to the best compared isomer or geometry (same formula, charge and spin): 3.640 eV
Molar mass: 118.49 g mol⁻¹
Multiplicity: 1

XYZ file:
```
8
Properties=species:S:1:pos:R:3:lowdin_charge:R:1
Cl 2.17 0.27 -1.23 0.699
F -0.15 1.20 -1.50 0.008
F -1.41 -0.95 0.89 0.015
F -0.05 -1.05 -1.42 0.038
C -0.49 -0.07 1.12 -0.060
C 0.46 0.11 -1.02 -0.845
H -0.92 0.85 1.57 0.098
H 0.40 -0.36 1.59 0.047
```